1.
Computed, not measured: C35H43ClN3O5PRbS4 as an isolated structure, with ωB97M-V/def2-TZVPD.

Structure (XYZ):
```
93
Properties=species:S:1:pos:R:3:forces:R:3
Rb 0.016731 0.797892 -0.594774 0.2 0.5 0.1
N -3.351166 1.634238 0.807627 -0.1 0.0 0.1
C -2.668498 1.204803 2.025674 0.0 0.0 -0.1
C -1.917664 2.367937 2.647884 0.0 0.1 0.0
N -0.822230 2.823519 1.809127 0.0 -0.1 0.0
C -0.063730 3.915365 2.390624 0.0 0.0 -0.1
C 1.225988 4.137461 1.614189 0.0 0.0 0.0
N 0.983427 4.386361 0.192886 -0.1 0.1 0.0
H -3.735513 0.834952 0.312124 0.0 0.0 0.0
H -4.128910 2.240779 1.044213 0.0 0.0 0.0
H -3.337620 0.766324 2.780039 0.0 0.0 0.0
H -1.955220 0.425507 1.746542 0.0 0.0 0.0
H -2.636468 3.179015 2.872895 0.0 0.0 0.0
H -1.496490 2.049864 3.606469 0.0 0.0 0.0
H -1.162979 3.117480 0.898373 -0.1 0.0 0.0
H -0.650367 4.850093 2.436285 0.0 0.0 0.0
H 0.193901 3.649429 3.420999 0.0 0.0 0.0
H 1.793035 4.948997 2.086495 0.0 0.0 0.0
H 1.826808 3.228935 1.692547 0.0 0.0 0.0
H 1.153910 5.352714 -0.046324 0.0 0.0 0.0
H 1.612809 3.802492 -0.353117 0.0 -0.1 0.0
C 0.241387 0.871370 -4.815560 0.0 0.0 0.0
C 0.368777 2.387903 -4.888415 0.0 0.1 0.0
S 0.789177 3.161318 -3.300403 0.0 -0.1 0.0
C -0.410262 4.515704 -3.235837 0.1 0.0 0.0
C -1.881730 4.122398 -3.295075 0.0 0.0 0.0
S -2.338655 2.971879 -1.972989 -0.1 0.0 -0.1
C -3.218851 1.661744 -2.873951 0.1 0.1 0.1
C -2.518988 1.016102 -4.068734 0.0 0.0 0.0
S -0.963475 0.174713 -3.660243 0.0 0.0 0.0
H 0.055710 0.479916 -5.818652 0.0 0.0 0.0
H 1.176555 0.435215 -4.456357 0.0 0.0 0.0
H 1.150021 2.630980 -5.611642 0.0 0.0 0.0
H -0.552113 2.840409 -5.253860 0.0 0.0 0.0
H -0.199642 4.986201 -2.273073 0.0 0.0 0.0
H -0.183122 5.242506 -4.019654 0.0 0.0 0.0
H -2.488662 5.024880 -3.193550 0.0 0.0 0.0
H -2.135165 3.680868 -4.257519 0.0 0.0 0.0
H -3.392153 0.906729 -2.105271 0.0 0.0 0.0
H -4.192269 2.040341 -3.192750 0.0 0.0 0.0
H -3.199493 0.269891 -4.482402 0.0 0.0 0.0
H -2.319593 1.735967 -4.863014 0.0 0.0 0.0
Cl 7.418176 -0.664201 1.333462 0.0 0.0 0.0
C 5.983865 0.134245 0.711229 0.0 0.0 0.0
C 5.764191 1.491531 1.011307 0.1 -0.1 0.0
C 4.647618 2.125771 0.553453 -0.1 0.0 0.0
C 3.628013 1.451752 -0.219238 0.0 0.0 0.1
O 2.561062 2.038047 -0.529709 0.0 0.0 -0.1
C 3.928974 0.082352 -0.564205 0.0 -0.1 -0.1
C 3.121109 -0.729256 -1.457667 0.1 0.0 0.1
O 2.112646 -0.420000 -2.072150 0.0 0.0 0.0
C 5.091114 -0.540005 -0.068687 0.0 -0.1 0.0
H 6.493699 2.022548 1.611506 0.0 0.0 0.0
H 4.467917 3.168736 0.787116 0.0 0.0 0.0
H 3.521161 -1.759634 -1.582539 0.0 0.0 0.0
H 5.271052 -1.579405 -0.323338 0.0 0.0 0.0
O -4.564794 -1.155190 -0.672243 0.0 0.0 -0.1
S -3.243094 -1.755436 -0.555465 -0.1 0.0 0.1
O -3.029257 -2.952231 -1.335249 -0.1 -0.1 0.0
O -2.190943 -0.746527 -0.719866 0.0 -0.2 0.1
C -3.144313 -2.267989 1.175184 -0.1 -0.1 0.1
C -4.377518 -2.393167 1.808613 0.1 0.0 0.0
C -4.463749 -2.723686 3.150840 -0.1 0.0 0.0
C -3.305748 -2.905637 3.881736 0.0 0.0 0.0
C -2.073555 -2.795446 3.256351 0.0 0.0 -0.1
C -1.957407 -2.516319 1.892539 0.1 0.1 -0.2
P -0.282554 -2.191173 1.160675 0.0 0.1 0.0
C 0.941783 -2.701561 2.436445 -0.1 -0.1 0.0
C 0.934202 -3.869911 3.204619 0.1 0.0 0.0
C 1.991416 -4.171811 4.048353 0.0 0.0 0.0
C 3.087305 -3.320328 4.130186 0.0 0.0 0.0
C 3.116720 -2.163537 3.369209 0.0 0.0 0.0
C 2.046528 -1.857768 2.537547 0.0 0.0 0.0
C 0.040437 -3.456518 -0.140080 -0.1 0.1 0.0
C 0.525185 -4.743576 0.083131 0.0 0.0 0.0
C 0.880271 -5.554739 -0.982776 0.0 0.0 0.0
C 0.765399 -5.087673 -2.286492 0.0 0.0 0.0
C 0.280042 -3.811463 -2.521305 0.0 0.0 0.1
C -0.082410 -3.006458 -1.451266 0.0 0.0 -0.1
H -5.268600 -2.194920 1.230754 0.0 0.0 0.0
H -5.433504 -2.810337 3.625810 0.0 0.0 0.0
H -3.352157 -3.126571 4.941370 0.0 0.0 0.0
H -1.180551 -2.905956 3.850865 0.0 0.0 0.0
H 0.098401 -4.555658 3.146266 0.0 0.0 0.0
H 1.965372 -5.081457 4.636179 0.0 0.0 0.0
H 3.916446 -3.563135 4.783173 0.0 0.0 0.0
H 3.971138 -1.499798 3.413062 0.0 0.0 0.0
H 2.078256 -0.952564 1.940542 0.0 0.0 0.0
H 0.648205 -5.116453 1.090154 0.0 0.0 0.0
H 1.258418 -6.552438 -0.794515 0.0 0.0 0.0
H 1.055406 -5.724278 -3.114000 0.0 0.0 0.0
H 0.174849 -3.432728 -3.529703 0.0 0.0 0.0
H -0.503432 -2.029235 -1.633008 0.1 0.0 -0.1
```
Positions in Å, forces in eV/Å.

Values from the calculation:
**Energy above the lowest of the compared OMol25 structures with the same formula, charge and spin**: 29.6 kJ/mol
**Total charge**: -1
**M**: 865.9 g/mol
**Orbital gap**: 6.759 eV
**DFT total energy**: -4318.52019 Ha
**Largest force on an atom**: 0.5 eV/Å
**Highest occupied orbital energy**: -4.82 eV

***

2.
Computed, not measured: an isolated molecule of C6H9N, with ωB97M-V/def2-TZVPD.

Structure (XYZ):
```
16
Properties=species:S:1:pos:R:3:forces:R:3
C 0.764929 0.857683 -2.350393 0.0 0.0 -0.1
C 0.497793 0.443005 -0.938061 0.0 0.1 0.1
C 1.321903 0.609827 0.145997 0.0 0.2 -0.1
N 0.662477 0.142318 1.257107 -0.1 -0.1 0.1
C -0.567924 -0.342014 0.900652 0.2 -0.3 0.0
C -1.396513 -1.127458 1.862795 -0.2 0.1 0.0
C -0.699417 -0.164056 -0.452597 0.0 -0.1 0.0
H 1.746080 1.333345 -2.443972 -0.1 -0.1 0.0
H 0.008437 1.575149 -2.688439 0.1 -0.1 0.0
H 0.732739 0.000603 -3.032830 0.0 0.1 0.1
H 2.305813 1.052607 0.225523 -0.2 0.0 0.0
H 1.029264 0.127482 2.193706 0.0 0.0 -0.1
H -1.564291 -0.602865 2.808893 0.0 0.0 -0.1
H -2.373914 -1.339171 1.423578 0.1 0.0 0.1
H -0.920563 -2.084419 2.095476 0.0 0.0 0.0
H -1.543517 -0.502952 -1.042575 0.1 0.1 0.1
```
Positions in Å, forces in eV/Å.

Values from the calculation:
**Energy above the lowest of the compared OMol25 structures with the same formula, charge and spin**: 7.7 kJ/mol
**Total charge**: 0
**M**: 95.1 g/mol
**Orbital gap**: 8.891 eV
**DFT total energy**: -288.77913 Ha
**Largest force on an atom**: 0.4 eV/Å
**Highest occupied orbital energy**: -7.84 eV

***

3.
Computed, not measured: C28H20BF3FeO5S as an isolated structure at a distorted geometry, with ωB97M-V/def2-TZVPD.

Structure (XYZ):
```
59
Properties=species:S:1:pos:R:3:forces:R:3
C -4.533136 5.595058 1.688863 0.0 -0.2 0.4
C -3.729203 4.361592 1.864060 -0.3 0.5 -1.0
C -3.251914 3.797132 3.034976 1.4 -2.0 1.1
C -2.457733 2.620800 2.816727 -1.4 2.4 1.8
C -2.344489 2.327415 1.478044 -0.2 0.9 -2.8
B -1.628189 1.148758 0.594218 -0.2 2.2 1.0
C -0.075907 1.529583 0.357593 -0.9 -0.4 -0.2
C 0.629319 0.989962 -0.724484 0.7 -0.3 0.1
C 2.021189 1.094993 -0.770157 -0.5 0.0 -0.2
C 2.688631 1.805864 0.221413 0.2 0.0 0.1
C 4.194218 1.785949 0.241155 1.6 0.0 -0.1
F 4.726393 2.775209 1.013458 -0.6 -0.9 -0.6
F 4.654754 0.591392 0.744565 -0.5 1.1 -0.5
F 4.728596 1.924615 -1.010111 -0.6 -0.2 1.2
C 1.989869 2.484692 1.205909 -0.5 0.1 0.0
C 0.596495 2.367915 1.245855 0.5 -0.1 0.2
O -2.256104 0.168532 1.744392 -1.0 -0.8 -0.8
C -3.437394 -0.222943 1.226036 1.1 0.2 1.2
C -3.503705 0.073381 -0.147963 0.9 1.0 -1.3
C -4.619056 -0.306437 -0.883940 -0.4 -0.2 -0.3
C -5.648803 -0.964349 -0.208681 0.4 0.5 -1.5
C -5.569168 -1.249066 1.158272 0.5 -0.1 1.6
C -4.449639 -0.885438 1.906233 -0.3 -0.3 -0.1
O -2.414116 0.761337 -0.594496 -1.5 -1.1 1.2
S -3.211900 3.437660 0.499415 -0.2 0.3 -0.2
H -4.816934 5.998732 2.663238 0.0 0.0 -0.2
H -3.952956 6.349601 1.142574 -0.1 -0.1 0.0
H -5.436446 5.379334 1.105666 0.1 0.1 0.0
H -3.474667 4.212021 4.015798 0.1 -0.1 -0.2
H -2.024413 2.041797 3.624956 0.0 0.1 -0.2
H 0.118511 0.437101 -1.514096 0.1 0.0 0.2
H 2.580513 0.607642 -1.564462 -0.1 0.2 0.1
H 2.508051 3.081146 1.950371 0.0 -0.1 -0.2
H 0.051924 2.923526 2.004552 0.1 -0.2 0.0
H -4.645277 -0.079247 -1.946840 -0.2 -0.1 0.2
H -6.540210 -1.262426 -0.763468 0.3 0.1 0.2
H -6.386479 -1.766233 1.664241 0.2 0.1 -0.3
H -4.328878 -1.114859 2.964551 -0.2 0.1 -0.3
O 3.758617 -5.929337 5.535698 -2.4 1.7 -1.3
C 2.980573 -5.308724 4.932742 3.5 -2.7 2.8
Fe 2.194352 -4.463329 3.613575 -2.7 1.2 -0.8
C 3.454848 -3.268481 3.360108 3.7 2.2 -1.2
O 4.408259 -2.687505 3.032687 -2.4 -1.2 1.0
C 2.916045 -5.549940 2.423600 2.6 -3.4 -2.6
O 3.609331 -6.268065 1.829368 -2.0 2.0 1.4
C -0.812646 -1.093997 1.466575 1.5 -3.1 -0.2
C -1.514427 -2.317227 1.320274 0.6 -0.1 0.2
C -1.457475 -3.439465 2.115060 -0.7 -0.1 -0.3
C -0.565886 -3.794546 3.131918 0.8 -0.2 0.9
C 0.513473 -3.041173 3.620033 -0.6 -0.4 -0.1
C 0.695415 -1.644994 3.403216 0.0 0.1 0.3
C 0.019176 -0.775701 2.585371 0.2 -0.1 0.0
H -0.533482 -0.676648 0.495364 -0.4 0.5 0.6
H -2.162047 -2.380167 0.444652 0.1 -0.1 0.2
H -2.210519 -4.195561 1.875098 0.4 0.0 0.0
H -0.727739 -4.783581 3.585410 0.1 0.5 -0.2
H 1.087913 -3.468048 4.514188 -0.8 0.6 0.1
H 1.503973 -1.200871 3.994446 -0.4 0.0 -0.1
H 0.205002 0.286325 2.733583 0.5 -0.2 -0.3
```
Positions in Å, forces in eV/Å.

Values from the calculation:
**Energy above the lowest of the compared OMol25 structures with the same formula, charge and spin**: 0.0 kJ/mol
**Spin multiplicity**: 5
**Total charge**: +2
**M**: 592.2 g/mol
**Orbital gap (alpha / beta)**: 5.833 / 4.140 eV
**DFT total energy**: -3440.78550 Ha
**Largest force on an atom**: 5.2 eV/Å
**Highest occupied orbital energy (alpha / beta)**: -13.21 / -13.91 eV

***

4.
Computed, not measured: an isolated molecule of C3H7N3O2 at a distorted geometry, with ωB97M-V/def2-TZVPD.

Structure (XYZ):
```
15
Properties=species:S:1:pos:R:3:forces:R:3
N -0.311060 -1.356514 -0.154785 0.3 0.3 -0.2
C 0.709549 -0.631933 -0.847434 2.2 -1.4 -0.1
C -0.420925 0.032672 0.324817 -0.7 0.4 0.9
N 0.559226 -0.503028 -2.249889 -0.2 0.7 0.0
N -1.739521 0.532703 0.293120 0.2 -0.2 0.3
C 0.524277 0.556575 1.252575 -0.3 0.5 -0.1
O 0.150668 0.779519 2.523865 -0.2 0.2 -0.2
O 1.840708 -0.542567 -0.254921 -1.4 0.0 -0.8
H 0.773793 1.372186 2.964891 -0.1 0.0 -0.1
H -1.109629 -1.476507 -0.775651 0.1 0.2 -0.1
H 1.308827 0.058138 -2.635496 0.0 0.0 0.1
H 0.574249 -1.402519 -2.717207 -0.1 0.0 0.3
H -1.819871 1.497664 0.581007 0.0 0.0 0.0
H -2.417407 -0.038459 0.786224 0.0 -0.1 0.0
H 1.377118 1.122071 0.908883 0.3 -0.5 0.1
```
Positions in Å, forces in eV/Å.

Values from the calculation:
**Energy above the lowest of the compared OMol25 structures with the same formula, charge and spin**: 497.9 kJ/mol
**Total charge**: 0
**M**: 117.1 g/mol
**Orbital gap (alpha / beta)**: 7.708 / 7.711 eV
**DFT total energy**: -433.13314 Ha
**Largest force on an atom**: 2.6 eV/Å
**Highest occupied orbital energy (alpha / beta)**: -7.44 / -7.44 eV